Record 1
22
Properties=species:S:1:pos:R:3:forces:R:3:mulliken_charge:R:1 method="wB97M-V/def2-TZVPD" e_homo_ev=-2.528 max_force_ev_per_a=1.5 charge=-1
C 1.189817 -1.213780 -0.552760 -0.3 0.3 0.0 -0.474
O 2.138962 -1.795306 0.312041 0.3 -0.4 -0.2 -0.379
H 1.431440 -0.157348 -0.763548 -0.1 -0.2 0.1 0.295
H 1.201470 -1.783779 -1.488850 0.0 0.1 0.2 0.235
H 0.178766 -1.257134 -0.117392 0.2 0.1 -0.2 0.126
C 2.339488 -1.099496 1.509731 -0.1 0.8 0.1 -0.396
O 1.234993 -1.142306 2.349782 -0.8 0.2 0.7 -0.371
H 2.607541 -0.046321 1.289047 -0.1 -0.2 0.0 0.434
H 3.185424 -1.602510 2.001452 -0.2 0.0 -0.1 0.223
C 0.424855 0.117946 2.503642 0.7 -1.3 -0.5 -0.200
C -0.949284 -0.225416 3.043573 0.3 0.1 0.3 -0.634
O -1.835550 -0.743076 2.078669 -0.4 -0.2 -0.2 -0.351
C -1.790875 -2.138663 1.899889 0.2 0.0 0.0 -0.587
H 0.318659 0.522090 1.483208 0.1 0.8 0.9 0.397
H 0.943979 0.721024 3.270599 -0.2 0.2 -0.8 0.258
H -0.861532 -0.917941 3.899883 0.0 0.0 -0.2 0.317
H -1.401464 0.699283 3.431176 0.2 -0.1 -0.3 0.373
H -1.949808 -2.666395 2.856521 0.0 0.1 -0.2 0.292
H -0.830221 -2.467381 1.475311 -0.2 0.0 0.1 0.205
H -2.600775 -2.405254 1.209577 0.2 0.1 0.1 0.207
O 0.041630 2.722966 1.187708 0.1 -0.3 0.1 -1.082
H -0.659958 3.363486 1.044562 -0.1 0.1 -0.1 0.112

Record 2
50
Properties=species:S:1:pos:R:3:forces:R:3:mulliken_charge:R:1 method="wB97M-V/def2-TZVPD" multiplicity=2 e_homo_ev="-13.267 / -13.313" s2=0.7551 max_force_ev_per_a=2.0 charge=+2
Ru 0.488002 -0.164244 -0.295111 0.4 0.9 1.7 0.012
I 3.615536 -5.484949 2.426224 0.1 -0.1 0.1 0.203
C 2.227668 -4.159658 1.666464 -0.1 0.1 -0.1 -0.212
C 1.936508 -4.164466 0.310463 0.0 0.0 0.1 -0.559
C 0.982346 -3.286183 -0.192062 0.0 0.0 -0.1 -0.183
I 0.660680 -3.231565 -2.242884 -0.1 -0.4 -0.2 0.226
C 0.279575 -2.422072 0.651313 -0.4 -0.1 -0.5 0.672
O -0.727437 -1.605054 0.201429 0.0 -0.7 -0.1 -0.838
C 0.657130 -2.381641 2.004860 0.0 -0.1 0.0 0.653
C 0.038663 -1.251295 2.733098 -0.1 0.1 0.0 -0.831
N 0.399913 -0.018619 1.958865 0.0 -0.4 -0.1 -0.084
C -0.586518 1.038834 2.206660 0.0 0.0 0.0 -0.659
C -0.285062 2.171436 1.293297 -0.1 -0.1 0.0 0.689
C -0.414816 3.493367 1.667878 -0.1 0.0 0.0 -0.873
C -0.158979 4.491722 0.744262 0.0 0.0 0.0 -0.295
C 0.235882 4.122195 -0.529793 0.0 0.0 -0.1 -0.948
C 0.372622 2.785170 -0.833569 0.0 -0.1 0.1 -0.169
N 0.111489 1.802350 0.056318 0.3 0.7 -0.1 0.356
C 1.607763 -3.237228 2.513548 0.0 0.0 0.0 -0.894
H 2.448222 -4.846523 -0.354077 0.0 0.0 0.0 0.384
H 0.343369 -1.177253 3.776833 0.1 0.0 0.0 0.499
H -1.046610 -1.334238 2.691260 0.0 0.0 0.0 0.393
H 1.327108 0.284214 2.245837 -0.1 0.1 0.2 0.242
H -0.623385 1.357733 3.249393 0.1 0.0 0.0 0.454
H -1.564175 0.620421 1.953214 0.0 0.0 0.0 0.315
H -0.721132 3.728853 2.677953 0.0 0.0 0.0 0.428
H -0.257395 5.534213 1.016145 0.0 0.0 0.0 0.451
H 0.445200 4.860166 -1.291141 0.0 0.0 0.0 0.440
H 0.703677 2.474646 -1.808054 0.0 -0.1 -0.1 0.459
H 1.877636 -3.189590 3.561029 0.0 0.0 0.0 0.446
C -0.339426 -0.422344 -4.826395 0.1 0.0 0.0 -1.184
N 1.073875 -0.336016 -4.442744 0.0 0.1 -0.2 0.105
C 2.016019 -0.382140 -5.566226 -0.1 0.0 0.1 -1.015
C 1.379686 -0.055314 -3.179213 -0.2 0.4 0.3 0.467
N 0.483483 0.241476 -2.260988 -0.3 -0.9 -1.0 -0.078
N 2.719337 0.017378 -2.829216 0.0 0.0 0.3 0.012
C 3.244810 0.003122 -1.555652 -0.1 -0.3 -0.3 0.514
N 4.584546 0.039292 -1.506507 0.0 0.1 0.1 -0.365
N 2.496029 -0.098530 -0.494834 0.4 0.5 0.2 -0.047
H -0.396726 -0.919144 -5.790236 0.0 0.0 0.0 0.284
H -0.792921 0.566503 -4.921188 0.0 0.0 0.0 0.396
H -0.892206 -1.023800 -4.104961 0.0 0.0 0.0 0.474
H 1.781312 -1.252710 -6.174062 0.0 0.0 0.0 0.329
H 3.051051 -0.489271 -5.257838 0.0 0.0 0.0 0.352
H 1.923463 0.516082 -6.176513 0.0 0.0 0.0 0.366
H -0.455459 0.255521 -2.638088 0.0 0.0 -0.1 0.081
H 3.386691 -0.020479 -3.577369 0.0 0.0 0.0 0.075
H 5.152654 0.154188 -2.328188 0.0 0.0 0.0 0.177
H 5.059809 0.077378 -0.620929 0.0 0.0 0.0 0.211
H 3.044691 -0.213835 0.348093 0.1 0.2 0.0 0.067

Record 3
89
Properties=species:S:1:pos:R:3:forces:R:3:mulliken_charge:R:1 method="wB97M-V/def2-TZVPD" e_homo_ev=-7.579 max_force_ev_per_a=0.3 charge=0
Pb 0.891443 -0.208335 2.072996 0.1 0.1 0.1 1.698
C -2.963525 2.278228 2.750213 0.0 0.0 0.0 -1.449
C -2.053374 1.316451 2.021201 0.0 -0.1 0.0 0.486
O -0.819101 1.556598 2.051314 0.1 0.0 -0.1 0.171
C -2.634556 0.177785 1.435609 0.0 0.1 0.0 -1.946
C -1.983924 -0.766546 0.630970 0.1 0.0 0.1 2.084
C -2.742650 -2.090679 0.606059 0.0 0.0 0.0 -2.229
N -0.800927 -0.438485 0.100055 -0.2 0.0 -0.2 -1.037
N -0.108936 -1.264088 -0.822331 0.1 0.1 0.1 1.512
C 1.162240 -0.610146 -1.157174 0.0 0.0 0.0 -0.509
O 1.295548 0.518637 -0.747342 0.0 0.1 0.0 -0.747
C 2.347805 -1.284562 -1.767235 -0.1 0.1 -0.1 0.788
C 3.412963 -0.418491 -2.033067 0.1 0.0 -0.1 -1.319
C 4.587792 -0.892626 -2.584900 0.0 0.0 0.0 -0.776
C 4.724248 -2.244442 -2.872604 0.0 0.0 0.0 -0.659
C 3.677904 -3.110223 -2.600425 0.0 0.0 0.0 -1.407
C 2.497399 -2.633848 -2.056343 0.0 0.0 0.0 1.016
H -2.390243 3.137820 3.093121 0.0 0.0 0.0 -0.033
H -3.407182 1.775095 3.613318 0.0 0.0 0.0 0.315
H -3.783304 2.603971 2.109217 0.0 0.0 0.0 0.469
H -3.640983 -0.060443 1.750307 0.0 0.0 0.0 0.302
H -3.810536 -1.890438 0.632915 0.0 0.0 0.0 0.681
H -2.475476 -2.575439 1.549565 0.0 0.0 0.0 0.390
H -2.553515 -2.810435 -0.191761 0.0 0.0 0.0 0.247
H 3.313988 0.633499 -1.804926 0.0 0.0 0.0 0.388
H 5.400325 -0.205659 -2.780918 0.0 0.0 0.0 0.456
H 5.647420 -2.621470 -3.293415 0.0 0.0 0.0 0.397
H 3.778348 -4.170673 -2.787783 0.0 0.0 0.0 0.490
H 1.718843 -3.342380 -1.861197 -0.1 -0.1 0.0 0.536
N 0.024461 0.502149 4.569663 0.0 0.0 0.0 -0.285
N -1.010748 -0.397349 4.849542 0.0 0.0 0.0 -0.171
C -1.385893 -1.382215 3.927419 0.0 0.0 -0.1 0.338
O -2.435883 -1.975207 4.118020 0.0 0.0 0.0 -0.727
O -0.563662 -1.609091 2.953917 0.0 -0.1 0.0 -0.374
H 0.665095 0.554208 5.352884 0.0 0.0 0.0 0.280
H -0.325311 1.432626 4.352951 0.0 0.0 0.0 0.030
H -1.752053 -0.100924 5.465160 0.0 0.0 0.0 0.255
N 2.263482 3.374932 2.888246 0.0 0.0 0.0 -0.452
C 1.150980 3.938416 3.472446 0.0 0.0 0.0 0.585
C 0.871691 3.750310 4.829509 0.0 0.0 0.0 -0.487
C -0.231610 4.353027 5.415856 0.0 0.0 0.0 -0.470
C -1.079078 5.160470 4.671585 0.0 0.0 0.0 -0.539
C -0.799500 5.355536 3.322844 0.0 0.0 0.0 -0.621
C 0.292878 4.754525 2.726385 0.0 0.0 0.0 -0.301
H 2.727978 2.640479 3.392338 0.0 0.0 0.0 0.253
H 2.292224 3.300583 1.878682 0.0 0.0 0.0 0.184
H 1.542459 3.144355 5.430411 0.0 0.0 0.0 0.476
H -0.422864 4.194129 6.470257 0.0 0.0 0.0 0.386
H -1.935637 5.633509 5.132055 0.0 0.0 0.0 0.398
H -1.447763 5.983772 2.723970 0.0 0.0 0.0 0.364
H 0.496360 4.906381 1.673296 0.0 0.0 0.0 0.277
Cl 0.981699 -1.330064 -4.468892 0.1 0.0 0.0 -0.137
C -0.412309 -0.430219 -4.023783 0.0 -0.1 0.0 1.285
C -0.703416 0.662430 -4.828520 0.0 0.0 0.0 -0.636
C -1.886147 1.357268 -4.675846 0.0 0.0 0.0 -0.780
C -2.826807 0.913718 -3.767932 0.0 0.0 0.0 -0.563
C -2.534846 -0.170102 -2.960234 0.0 0.0 0.0 0.587
Cl -3.816938 -0.774026 -1.974093 0.0 0.0 0.0 -0.196
C -1.290275 -0.811327 -3.000138 0.1 0.0 0.0 -1.559
N -0.983205 -1.766828 -1.889689 -0.1 0.0 -0.1 1.352
C -0.745881 -3.227573 -2.155560 0.2 0.0 0.1 1.578
C -0.999174 -3.675367 -3.439043 0.0 0.0 0.0 -0.918
C -0.807620 -5.010193 -3.748047 0.0 0.0 0.0 -0.953
C -0.367725 -5.873014 -2.757930 0.0 0.0 0.0 -1.045
C -0.156848 -5.408666 -1.471514 0.0 0.0 0.0 -0.499
C -0.347516 -4.073319 -1.102702 0.1 0.0 0.0 0.233
C -0.034530 -3.730439 0.341167 -0.1 0.0 -0.1 1.824
C 1.468549 -3.430749 0.611912 0.0 0.0 0.1 -0.243
O 2.265633 -4.332336 0.378440 0.0 0.0 0.0 -0.724
O 1.732394 -2.266580 1.062165 0.0 0.1 0.0 -0.551
H 0.010229 0.934837 -5.592543 0.0 0.0 0.0 0.498
H -2.096325 2.213287 -5.301815 0.0 0.0 0.0 0.446
H -3.794102 1.385739 -3.678224 0.0 0.0 0.0 0.479
H -1.874175 -1.777187 -1.369512 0.0 0.0 0.0 -0.119
H -1.334492 -2.986823 -4.201131 0.0 0.0 0.0 0.591
H -0.993504 -5.363208 -4.752850 0.0 0.0 0.0 0.441
H -0.194655 -6.916822 -2.983925 0.0 0.0 0.0 0.409
H 0.192355 -6.085865 -0.704000 0.0 0.0 0.0 0.467
H -0.272509 -4.617710 0.930530 0.0 0.0 0.0 0.792
H -0.610271 -2.917428 0.742509 0.0 0.0 0.0 -2.019
C 1.676119 3.450727 -2.451419 0.0 0.0 0.0 -0.954
C 1.594824 3.942741 -1.018030 0.0 0.0 0.0 -0.234
O 2.302848 3.097647 -0.119186 0.0 0.0 0.0 -0.657
H 1.193851 4.160628 -3.126425 0.0 0.0 0.0 0.449
H 1.177513 2.484601 -2.556320 0.0 0.0 0.0 -0.002
H 2.717344 3.336200 -2.756302 0.0 0.0 0.0 0.283
H 0.547107 4.028244 -0.706554 0.0 0.0 0.0 0.190
H 2.049873 4.929745 -0.926507 0.0 0.0 0.0 0.473
H 1.947311 2.204700 -0.230919 0.0 0.0 0.0 0.693

Record 4
13
Properties=species:S:1:pos:R:3:forces:R:3:mulliken_charge:R:1 method="wB97M-V/def2-TZVPD" smiles="S=C(CCl)CC(Cl)Cl" e_homo_ev=-9.128 max_force_ev_per_a=3.2 charge=0
C 1.282817 -0.259008 -1.091296 0.7 -1.4 -0.6 -0.500
C 0.728926 0.723951 -0.156155 0.0 1.9 -1.3 0.334
C -0.235512 0.330033 0.816201 -0.8 -1.4 2.7 -1.129
C -1.604505 -0.283839 0.462035 0.4 0.3 1.5 0.121
H 0.611791 -0.928103 -1.667803 0.0 1.0 0.5 0.268
H 1.980437 0.223853 -1.741729 0.4 0.1 -0.4 0.384
H -0.375948 1.199216 1.430327 -0.6 0.3 0.3 0.502
H 0.373696 -0.354173 1.487735 -1.2 0.1 -0.5 0.394
H -2.191967 -0.313556 1.419594 0.6 -0.4 -1.0 0.318
S 1.145029 2.295612 -0.099670 0.7 -0.3 -0.8 -0.228
Cl 2.231960 -1.465667 -0.108143 0.1 0.2 -0.1 -0.168
Cl -1.343371 -1.917127 -0.167459 -0.6 -0.1 -0.1 -0.146
Cl -2.603358 0.748811 -0.583634 0.3 -0.1 -0.2 -0.151

Asked for relative energy (zero: lowest compared OMol25 entry of this formula, charge and spin) across the records above, the calculation gives 110.6, 0.0, 85.3, 11.3 kcal per mole in order.